Entry 1:
Entry from the OMol25 dataset: a structure of composition C26H39BFMoO2SbTe in a non-equilibrium geometry (wB97M-V/def2-TZVPD).

ORCA input file:
```
! wB97M-V def2-TZVPD RIJCOSX def2/J DEFGRID3
* xyz 2 1
Mo 1.36632 -0.00659 2.19905
C -2.90384 5.19290 -3.98041
C -2.06528 3.91639 -4.06023
C -2.92678 2.80608 -4.67852
C -0.85025 4.18560 -4.96036
C -1.57101 3.46324 -2.68604
C -1.83499 4.19077 -1.51883
C -1.38038 3.80237 -0.26009
C -0.64959 2.64403 -0.21430
O -0.06299 1.99735 0.88471
B 0.56189 0.89110 0.33425
O 0.38469 0.78946 -1.01207
C -0.37845 1.91196 -1.35264
C -0.81574 2.28704 -2.59548
H -3.23877 5.46152 -4.98196
H -2.32816 6.03430 -3.59151
H -3.79286 5.05606 -3.36216
H -3.28672 3.12530 -5.65686
H -3.79292 2.58957 -4.05070
H -2.36412 1.88200 -4.82014
H -1.18871 4.50990 -5.94481
H -0.23809 3.29262 -5.09697
H -0.22065 4.97131 -4.53962
H -2.41528 5.09820 -1.58355
H -1.59447 4.38487 0.62520
H -0.57732 1.69413 -3.46806
C 2.69477 -1.49678 -1.60761
C 1.34117 -2.15618 -1.39843
C 1.25344 -3.51391 -2.08993
Sb 0.78443 -2.23487 0.70377
C -1.37463 -2.36684 0.72486
C -2.02733 -1.03544 0.36834
C -1.83407 -3.49789 -0.19291
C 1.37391 -4.05968 1.74851
C 1.57902 -5.21819 0.77697
C 2.58427 -3.88268 2.64890
H 2.91094 -1.48519 -2.67852
H 3.50406 -2.05607 -1.12905
H 2.71629 -0.46598 -1.26035
H 0.55394 -1.49826 -1.76865
H 2.10647 -4.14512 -1.85342
H 1.26766 -3.34102 -3.16820
H 0.34168 -4.06333 -1.86201
H -1.60612 -2.63507 1.75833
H -1.75666 -0.70966 -0.63694
H -1.76710 -0.23326 1.06588
H -3.11332 -1.14601 0.39662
H -1.67368 -3.25173 -1.24340
H -2.90664 -3.65136 -0.05748
H -1.34156 -4.44592 0.02656
H 0.47935 -4.24488 2.35047
H 2.44988 -5.05574 0.14321
H 0.71322 -5.40205 0.14412
H 1.76462 -6.12695 1.35356
H 3.49398 -3.73157 2.06213
H 2.73017 -4.79878 3.22550
H 2.48920 -3.05606 3.35223
F 2.35362 3.22155 6.12576
C 1.81383 2.16387 5.55467
C 0.88063 2.34076 4.55255
C 0.30740 1.20295 3.99018
C 0.67135 -0.10262 4.40895
C 0.22718 -1.20829 3.57286
C 1.67861 -0.22267 5.39599
C 2.21653 0.89440 5.98740
H 0.58834 3.33508 4.24406
H -0.51744 1.33120 3.28424
H -0.78163 -1.08291 3.16903
H 0.42682 -2.21900 3.90598
H 1.98823 -1.20868 5.71997
H 2.95338 0.82118 6.77629
Te 3.62627 -0.43182 1.78113
*
```

Energy relative to the best compared isomer or geometry (same formula, charge and spin) (kcal per mole): 0.0
Gap between HOMO and LUMO (spin up / spin down) (eV): 5.49 / 5.49
Total energy (Eh): -1865.21604

---

Entry 2:
Entry from the OMol25 dataset: a structure of composition C53H47BiFNOP2 in a non-equilibrium geometry (wB97M-V/def2-TZVPD).

ORCA input file:
```
! wB97M-V def2-TZVPD RIJCOSX def2/J DEFGRID3
* xyz 2 1
Bi 0.24385 0.46231 -0.89295
C 3.58050 -2.46001 -0.17532
C 3.27743 -3.00199 -1.57698
C 2.50678 -4.31142 -1.44280
C 2.58290 -1.96467 -2.43262
C 1.32301 -2.14324 -2.99217
C 0.78245 -1.20011 -3.85618
C 1.44168 -0.01347 -4.14683
C 0.86641 1.00428 -5.08627
C 2.68677 0.18244 -3.55557
C 3.25105 -0.77902 -2.73778
H 4.14492 -3.20058 0.38532
H 2.65445 -2.26532 0.36047
H 4.16467 -1.54351 -0.20990
H 4.23642 -3.21742 -2.06216
H 1.56237 -4.14554 -0.92828
H 3.08712 -5.01891 -0.85695
H 2.31581 -4.76282 -2.41175
H 0.77197 -3.05228 -2.80857
H -0.15232 -1.41434 -4.35282
H 0.92838 2.00550 -4.65967
H -0.17348 0.78510 -5.31971
H 1.42577 1.01423 -6.02228
H 3.23737 1.08202 -3.78744
H 4.25027 -0.62851 -2.35542
O -0.90142 3.14915 -1.27197
C -1.89554 3.12784 -2.22449
C -1.98682 3.95372 -3.33429
C -3.07527 3.81954 -4.18382
C -4.05895 2.87448 -3.93511
C -3.91314 1.98363 -2.88643
C -2.81942 2.09595 -2.03512
P -2.42065 0.84338 -0.77070
C -3.42023 1.21368 0.69836
C -3.88647 2.50525 0.91953
C -4.72266 2.75488 1.99276
C -5.10437 1.72131 2.83479
C -4.63498 0.43425 2.61490
C -3.77973 0.17748 1.56003
C -3.17665 -0.61248 -1.56827
C -2.54483 -1.07657 -2.72189
C -3.10771 -2.09402 -3.46694
C -4.30689 -2.66473 -3.06439
C -4.94027 -2.20385 -1.92257
C -4.38885 -1.17149 -1.18024
C -0.40803 4.30178 -0.71556
C -0.85327 5.58906 -0.98357
C -0.23332 6.66965 -0.37906
C 0.81531 6.47887 0.50672
C 1.21965 5.19653 0.82212
C 0.60452 4.09776 0.22636
P 1.15755 2.43202 0.73389
C 0.94503 2.43302 2.53682
C -0.03178 3.23596 3.12101
C -0.22465 3.19197 4.48922
C 0.52298 2.32539 5.27129
C 1.49823 1.52905 4.69037
C 1.72664 1.59331 3.32869
C 2.94498 2.56823 0.39772
C 3.36098 2.36487 -0.91621
C 4.67743 2.58820 -1.27100
C 5.58988 3.01093 -0.31693
C 5.18176 3.21510 0.99114
C 3.86029 3.00659 1.35295
H -1.21690 4.67952 -3.54495
H -3.15807 4.46533 -5.04371
H -4.92651 2.81290 -4.57384
H -4.64794 1.20892 -2.72644
H -3.61234 3.30589 0.24758
H -5.09441 3.75445 2.15810
H -5.77176 1.91711 3.65922
H -4.94143 -0.37376 3.26354
H -3.38448 -0.81742 1.40726
H -1.61916 -0.61140 -3.03682
H -2.62370 -2.44383 -4.36602
H -4.75186 -3.45297 -3.65058
H -5.87886 -2.63727 -1.61387
H -4.91054 -0.79087 -0.31653
H -1.68108 5.75781 -1.65387
H -0.57362 7.66665 -0.60909
H 1.30965 7.32622 0.95350
H 2.02222 5.03986 1.52776
H -0.64273 3.88363 2.51019
H -0.97120 3.82323 4.94458
H 0.35011 2.27206 6.33465
H 2.08229 0.85684 5.29892
H 2.51395 0.99953 2.88547
H 2.64727 2.04027 -1.66172
H 4.99220 2.44729 -2.29238
H 6.61572 3.19205 -0.59585
H 5.89238 3.55127 1.73215
H 3.55099 3.18942 2.37168
N -1.40516 0.45232 3.29403
C -1.10393 0.77992 2.22311
H -1.66328 0.19254 4.21986
F -0.04683 -4.69843 2.75161
C 0.00597 -3.58379 2.02099
C 0.76806 -2.51730 2.46842
C 0.81627 -1.36476 1.70051
C 0.09796 -1.26035 0.51885
C -0.65250 -2.34877 0.09028
C -0.70180 -3.51698 0.83221
H 1.32785 -2.61097 3.38489
H 1.42476 -0.54222 2.03666
H -1.20477 -2.29960 -0.83561
H -1.26466 -4.37214 0.49541
*
```

Energy relative to the best compared isomer or geometry (same formula, charge and spin) (kcal per mole): 20.1
Gap between HOMO and LUMO (eV): 7.59
Total energy (Eh): -3174.48422

---

Entry 3:
Entry from the OMol25 dataset: a structure of composition C51H46F3GaN4O3 in a non-equilibrium geometry (wB97M-V/def2-TZVPD).

ORCA input file:
```
! wB97M-V def2-TZVPD RIJCOSX def2/J DEFGRID3
* xyz 0 1
Ga 1.11311 -0.81030 0.51165
O 1.16151 -0.63534 2.39429
C 2.30392 -0.58707 3.18903
C 3.55616 -1.10222 2.44112
C 3.96487 -0.25185 1.25858
C 5.18855 0.37154 1.14104
C 5.49292 1.08432 -0.00401
C 4.58112 1.03311 -1.05816
C 3.34737 0.44402 -0.89582
C 2.29803 0.59659 -1.91801
C 1.13227 1.45742 -1.29783
O 0.54050 0.82786 -0.24485
C 1.79360 2.78297 -0.84813
C 1.81111 3.08595 0.48301
C 2.37727 4.28576 0.93918
C 2.95802 5.15012 0.03659
C 2.94536 4.86031 -1.31279
C 2.37303 3.67652 -1.76019
C 0.16631 1.84945 -2.40564
C -1.00672 2.45955 -2.02141
C -1.93681 2.97139 -2.89975
C -1.68381 2.93225 -4.25399
C -0.49117 2.34776 -4.67972
C 0.44358 1.82858 -3.76467
N 3.05107 -0.10733 0.27478
C 2.12276 -1.56099 4.41115
C 0.88009 -1.77314 4.98306
C 0.68632 -2.72425 5.97146
C 1.73374 -3.48325 6.50165
C 2.98668 -3.23654 5.96550
C 3.17291 -2.32432 4.93691
C 2.51054 0.83462 3.73469
C 1.42288 1.67530 3.97445
C 1.56683 2.90039 4.59283
C 2.79537 3.33203 5.03034
C 3.91571 2.50247 4.82165
C 3.77522 1.27329 4.19837
H 3.22080 -2.04750 2.03648
H 4.42706 -1.23342 3.08096
H 5.92168 0.24768 1.97384
H 6.50376 1.49849 -0.09178
H 4.78876 1.42419 -2.03262
H 1.92199 -0.38509 -2.32664
H 2.76899 1.10743 -2.78693
H 1.36144 2.37553 1.15471
H 2.37350 4.55142 1.99792
H 3.44040 6.07527 0.31301
H 3.41001 5.53454 -2.03282
H 2.37726 3.42484 -2.82616
H -1.18854 2.45490 -0.97880
H -2.86516 3.36344 -2.51395
H -2.33596 3.33632 -5.01490
H -0.28457 2.26411 -5.72586
H 1.33053 1.35028 -4.16190
H 0.03885 -1.26353 4.59125
H -0.30017 -2.88594 6.36514
H 1.57903 -4.16202 7.33616
H 3.83173 -3.77729 6.35031
H 4.18909 -2.20315 4.56278
H 0.44293 1.32858 3.62193
H 0.69551 3.53739 4.73045
H 2.89780 4.24580 5.58338
H 4.88161 2.82422 5.14227
H 4.66937 0.69137 4.08554
F -3.50152 -5.99738 1.83216
C -4.05696 -4.83230 2.29737
F -4.31097 -4.97719 3.60134
F -5.24763 -4.67075 1.69002
C -3.12569 -3.70388 2.04930
C -3.40024 -2.71437 1.10819
C -2.37221 -1.85554 0.78630
N -1.16996 -1.89703 1.35808
C -0.95481 -2.79227 2.32493
C -1.91545 -3.72375 2.68087
H -4.32762 -2.64561 0.60702
H -2.47102 -1.16521 -0.04615
H 0.02463 -2.76820 2.77703
H -1.77513 -4.47237 3.45844
C 1.05207 -2.49023 -0.43798
H 1.85331 -2.54751 -1.17828
H 0.11261 -2.58130 -0.93895
H 1.18434 -3.32783 0.25419
C -4.04680 0.57725 -5.78130
N -3.41750 -0.50920 -4.99259
N -3.15717 -0.22436 -3.62699
C -1.97710 -0.91779 -3.28193
O -1.54776 -0.99592 -2.14240
C -1.40448 -1.43312 -4.49929
C -2.29627 -1.18507 -5.46999
C -2.32176 -1.55649 -6.89351
C -4.25939 -0.14579 -2.72029
C -5.43763 -0.80328 -3.01099
C -6.50679 -0.77412 -2.11104
C -6.35223 -0.15328 -0.87602
C -5.15012 0.46384 -0.56174
C -4.11779 0.46531 -1.47161
H -3.42965 1.48041 -5.75809
H -5.04513 0.74654 -5.35298
H -4.13989 0.25619 -6.81469
H -0.51076 -2.02167 -4.54724
H -1.82315 -2.49594 -7.06751
H -1.92565 -0.78580 -7.54552
H -3.38355 -1.73945 -7.14970
H -5.55258 -1.33195 -3.93092
H -7.49136 -1.19424 -2.38370
H -7.22421 -0.08130 -0.18691
H -5.06979 0.97146 0.37792
H -3.15715 0.90571 -1.28500
*
```

Energy relative to the best compared isomer or geometry (same formula, charge and spin) (kcal per mole): 13.2
Gap between HOMO and LUMO (eV): 8.70
Total energy (Eh): -4640.23699

---

Entry 4:
Entry from the OMol25 dataset: a structure of composition C38H53N3O10OsSSi in a non-equilibrium geometry (wB97M-V/def2-TZVPD).

ORCA input file:
```
! wB97M-V def2-TZVPD RIJCOSX def2/J DEFGRID3
* xyz 0 1
Os -0.02899 0.16698 1.11572
O -1.09414 -1.12030 0.12874
C -1.61361 -1.14755 -1.07166
C -1.81615 -2.37691 -1.71699
C -2.39066 -2.39464 -2.96630
C -2.80758 -1.21579 -3.60396
C -2.65391 -0.01747 -2.95493
C -2.05568 0.02800 -1.68516
C -2.00553 1.24667 -0.94515
N -1.47222 1.41146 0.22180
C -1.64248 2.71607 0.84718
C -0.23042 3.14023 1.19546
N 0.26566 2.01637 1.96996
C 0.53457 2.17873 3.21912
C 1.10200 1.16415 4.05120
C 1.24691 1.34985 5.43453
C 1.86060 0.38810 6.19842
C 2.36671 -0.76211 5.57886
C 2.26727 -0.95552 4.21845
C 1.61951 0.00690 3.43800
O 1.57604 -0.13776 2.12081
H -1.50505 -3.28538 -1.21807
H -2.52938 -3.34624 -3.46500
H -3.25618 -1.25670 -4.58719
H -2.99519 0.90739 -3.40932
H -2.51922 2.09930 -1.38686
H -2.22470 2.58845 1.76489
H -2.16333 3.42337 0.20183
H -0.16063 4.08406 1.73542
H 0.36245 3.20434 0.28302
H 0.38938 3.16773 3.65294
H 0.86390 2.25636 5.89031
H 1.95885 0.51842 7.26741
H 2.85699 -1.51664 6.18210
H 2.66168 -1.83473 3.72829
C 3.65519 -3.35408 0.13303
C 3.03824 -2.47385 -0.94754
C 3.75568 -2.68611 -2.27816
C 1.55195 -2.78358 -1.07161
O 3.25249 -1.13385 -0.52471
Si 2.69998 0.35789 -0.88097
O 1.18311 0.64812 -0.45181
O 2.85060 0.68581 -2.48992
C 1.92968 1.00656 -3.52968
C 2.77214 1.18904 -4.78572
C 1.19240 2.30258 -3.19750
C 0.92728 -0.12549 -3.72544
O 3.83193 1.23782 -0.08232
C 4.25757 2.59062 -0.09608
C 5.00551 2.88636 -1.39318
C 3.06541 3.52644 0.06053
C 5.19071 2.74394 1.09960
H 3.58108 -4.40992 -0.13836
H 3.13446 -3.19628 1.07975
H 4.70692 -3.09548 0.26640
H 3.57621 -3.69482 -2.65867
H 4.83096 -2.54499 -2.15182
H 3.40593 -1.96336 -3.01661
H 1.40926 -3.83987 -1.31526
H 1.09029 -2.18903 -1.86204
H 1.04035 -2.57715 -0.12924
H 3.48910 2.00002 -4.64377
H 2.14080 1.42413 -5.64628
H 3.32691 0.27333 -4.99663
H 1.90649 3.12070 -3.07135
H 0.62883 2.17633 -2.27071
H 0.50507 2.56763 -4.00549
H 1.43780 -1.04572 -4.01631
H 0.20688 0.12946 -4.50712
H 0.37852 -0.30148 -2.79916
H 4.37716 2.65779 -2.25419
H 5.90338 2.26879 -1.45677
H 5.30030 3.93823 -1.43496
H 2.40884 3.46162 -0.81176
H 3.39572 4.56204 0.17141
H 2.50118 3.23439 0.94716
H 6.02681 2.04979 1.00575
H 4.65425 2.51107 2.02217
H 5.58160 3.76248 1.16312
C -5.36576 2.22201 -1.20649
C -5.27478 0.85812 -0.57787
C -4.85734 0.69796 0.73739
C -4.80681 -0.55800 1.32950
C -5.17335 -1.66643 0.58672
C -5.56606 -1.53460 -0.74259
C -5.61889 -0.27767 -1.31209
S -5.27407 -3.29224 1.27893
O -4.72230 -4.18316 0.29547
O -6.59636 -3.52865 1.78187
N -4.30500 -3.17722 2.59813
C -2.86208 -3.22902 2.34338
C -2.04092 -2.57025 3.47324
C -1.00969 -1.72053 2.78013
O -0.02846 -2.22596 2.22966
O -1.26984 -0.44763 2.68895
H -5.06472 3.00385 -0.50782
H -6.38666 2.43547 -1.52698
H -4.73346 2.29362 -2.09613
H -4.57891 1.56900 1.32102
H -4.48535 -0.66963 2.35655
H -5.82516 -2.41439 -1.31830
H -5.92949 -0.17352 -2.34579
H -4.66701 -3.78545 3.32397
H -2.68976 -2.68998 1.40993
H -2.51969 -4.25016 2.17216
H -1.55514 -3.33417 4.07777
H -2.66535 -1.94449 4.10765
*
```

Energy relative to the best compared isomer or geometry (same formula, charge and spin) (kcal per mole): 0.0
Gap between HOMO and LUMO (spin up / spin down) (eV): 7.13 / 7.14
Total energy (Eh): -3175.08846

---

Entry 5:
Entry from the OMol25 dataset: a cluster of 2 separate species, C2 in total in a non-equilibrium geometry (wB97M-V/def2-TZVPD).

ORCA input file:
```
! wB97M-V def2-TZVPD RIJCOSX def2/J DEFGRID3
* xyz 0 1
C 0.14803 0.88117 0.97525
C -0.14803 -0.88117 -0.97525
*
```

Energy relative to the best compared isomer or geometry (same formula, charge and spin) (kcal per mole): 168.1
Gap between HOMO and LUMO (eV): 5.75
Total energy (Eh): -75.60955

---

Entry 6:
Entry from the OMol25 dataset: a structure of composition C2H4O3 in a non-equilibrium geometry (wB97M-V/def2-TZVPD).

ORCA input file:
```
! wB97M-V def2-TZVPD RIJCOSX def2/J DEFGRID3
* xyz 0 1
C 0.88330 0.12677 -0.23665
C -1.37203 0.02734 -0.03091
O 0.21157 0.87800 0.54252
O -0.78906 -1.05159 -0.37895
O 1.90966 -0.56109 0.20133
H 1.90690 -0.54366 1.17358
H 0.91145 0.24594 -1.32020
H -1.55072 0.85672 -0.73277
H -2.11107 0.02158 0.78204
*
```

Energy relative to the best compared isomer or geometry (same formula, charge and spin) (kcal per mole): 62.4
Gap between HOMO and LUMO (eV): 10.08
Total energy (Eh): -304.24230

---

Look up the energy relative to the best compared isomer or geometry (same formula, charge and spin) of the third one.
13.2 kcal per mole

---

Which of these has the lowest total energy?
C51H46F3GaN4O3

---

What did the fifth record say?
Entry from the OMol25 dataset: a cluster of 2 separate species, C2 in total in a non-equilibrium geometry (wB97M-V/def2-TZVPD).

ORCA input file:
```
! wB97M-V def2-TZVPD RIJCOSX def2/J DEFGRID3
* xyz 0 1
C 0.14803 0.88117 0.97525
C -0.14803 -0.88117 -0.97525
*
```

Energy relative to the best compared isomer or geometry (same formula, charge and spin) (kcal per mole): 168.1
Gap between HOMO and LUMO (eV): 5.75
Total energy (Eh): -75.60955